[1]
Molecular formula: C2H4N4
Method: DFT, wB97M-V/def2-TZVPD

Geometry as ORCA input:
```
! RIJCOSX wB97M-V def2-TZVPD def2/J DEFGRID3
* xyz 0 1
N 1.63 0.02 -0.08
C 0.24 -0.05 -0.09
C -0.64 -1.07 0.14
N -1.90 -0.55 0.21
N -1.86 0.71 -0.03
N -0.56 1.06 -0.21
H 1.96 0.92 0.22
H 2.00 -0.68 0.56
H -0.46 -2.13 0.19
H -0.42 1.78 -0.91
*
```

Its LUMO energy is 0.7 eV. The calculation puts the energy relative to the best compared isomer or geometry (same formula, charge and spin) at 128.3 kJ/mol. The value obtained for the gap between HOMO and LUMO is 9.57 eV. As for the calculated total energy: -297.59543 Eh. Its SMILES is Nc1cnn[nH]1.

Results of the Mulliken charge analysis, in e, for atoms 1 through 4: atom 1 (N): -0.54, atom 2 (C): 0.51, atom 3 (C): -0.53, atom 4 (N): -0.21


[2]
Molecular formula: C4H11NO
Method: DFT, wB97M-V/def2-TZVPD

Geometry as ORCA input:
```
! RIJCOSX wB97M-V def2-TZVPD def2/J DEFGRID3
* xyz 0 1
C 0.56 1.84 0.34
C -0.21 0.78 0.06
C -1.24 0.22 0.99
N -0.08 0.18 -1.21
C -0.59 -1.15 -1.47
H 1.34 2.12 -0.35
H 0.50 2.29 1.31
H -0.91 -0.74 1.39
H -1.46 0.95 1.76
H -2.17 0.02 0.46
H 0.38 0.79 -1.86
H -0.08 -1.89 -0.84
H -1.67 -1.17 -1.31
H -0.40 -1.43 -2.49
O 2.02 -1.29 0.93
H 2.40 -1.00 1.76
H 1.61 -0.51 0.52
*
```

Its LUMO energy is 1.0 eV. The calculation puts the energy relative to the best compared isomer or geometry (same formula, charge and spin) at 128.2 kJ/mol. The value obtained for the gap between HOMO and LUMO is 8.89 eV. As for the calculated total energy: -288.96818 Eh. Its SMILES is C=C(C)NC.O.

Results of the Mulliken charge analysis, in e, for atoms 1 through 4: atom 1 (C): -0.89, atom 2 (C): 0.40, atom 3 (C): -1.16, atom 4 (N): -0.17


[3]
Molecular formula: ClH8LiO4
Method: DFT, wB97M-V/def2-TZVPD

Geometry as ORCA input:
```
! RIJCOSX wB97M-V def2-TZVPD def2/J DEFGRID3
* xyz 0 1
Li 2.52 2.39 -0.15
Cl 0.85 0.72 -0.21
O -0.77 1.84 2.71
H 0.05 1.74 2.21
H -1.35 1.19 2.30
O 1.14 -2.40 -1.00
H 1.54 -2.99 -0.35
H 1.17 -1.52 -0.59
O -2.14 -0.42 1.58
H -1.27 -0.30 1.17
H -2.24 -1.37 1.66
O 0.34 0.47 -3.45
H 0.58 0.77 -2.56
H -0.41 -0.11 -3.32
*
```

Its LUMO energy is -1.7 eV. The calculation puts the energy relative to the best compared isomer or geometry (same formula, charge and spin) at 147.0 kJ/mol. The value obtained for the gap between HOMO and LUMO is 8.83 eV. As for the calculated total energy: -773.53150 Eh.

Results of the Mulliken charge analysis, in e, for atoms 1 through 4: atom 1 (Li): 0.86, atom 2 (Cl): -0.84, atom 3 (O): -0.63, atom 4 (H): 0.29


[4]
Molecular formula: C4H4NO3
Method: DFT, wB97M-V/def2-TZVPD

Geometry as ORCA input:
```
! RIJCOSX wB97M-V def2-TZVPD def2/J DEFGRID3
* xyz -1 1
C 2.13 0.85 0.05
C 5.22 -0.28 -0.06
C -0.61 -0.30 -0.45
C 0.88 1.45 0.14
N 3.23 0.50 0.14
O 5.01 -1.43 -0.02
O 5.84 0.70 -0.06
O -0.24 1.07 -0.66
H 0.02 -1.12 -1.03
H -1.59 -0.29 -0.76
H -0.67 -0.47 0.60
H 0.48 1.65 1.27
*
```

Its LUMO energy is 3.8 eV. The calculation puts the energy relative to the best compared isomer or geometry (same formula, charge and spin) at 252.9 kJ/mol. The value obtained for the gap between HOMO and LUMO is 6.22 eV. As for the calculated total energy: -435.26718 Eh.

Results of the Mulliken charge analysis, in e, for atoms 1 through 4: atom 1 (C): 0.79, atom 2 (C): 0.80, atom 3 (C): -0.75, atom 4 (C): -1.08


[5]
Molecular formula: C4H7N2
Method: DFT, wB97M-V/def2-TZVPD

Geometry as ORCA input:
```
! RIJCOSX wB97M-V def2-TZVPD def2/J DEFGRID3
* xyz 1 1
C 1.26 -0.89 0.07
C -0.73 1.09 0.12
C -0.66 -0.06 1.11
C -0.19 0.52 -1.13
N 0.23 -0.97 0.96
N 0.87 -0.27 -1.12
H 1.90 -1.66 -0.16
H -1.76 1.49 0.20
H -0.08 1.81 0.52
H -1.49 -0.05 1.79
H -0.67 0.98 -1.97
H 0.11 -1.74 1.61
H 1.48 -0.63 -1.82
*
```

Its LUMO energy is -4.5 eV. The calculation puts the energy relative to the best compared isomer or geometry (same formula, charge and spin) at 330.0 kJ/mol. The value obtained for the gap between HOMO and LUMO is 7.95 eV. As for the calculated total energy: -265.78281 Eh.

Results of the Mulliken charge analysis, in e, for atoms 1 through 4: atom 1 (C): -0.51, atom 2 (C): -0.59, atom 3 (C): -0.15, atom 4 (C): -0.14


[6]
Molecular formula: C6H10S
Method: DFT, wB97M-V/def2-TZVPD

Geometry as ORCA input:
```
! RIJCOSX wB97M-V def2-TZVPD def2/J DEFGRID3
* xyz 0 3
C -1.63 -1.01 0.60
C -0.37 -1.65 0.05
C -1.02 0.29 0.05
C 0.17 -0.31 -0.36
C -1.15 1.74 0.47
C 1.30 0.00 -1.00
S 4.10 -0.13 -0.26
H -2.53 -1.22 0.02
H -1.88 -0.96 1.65
H 0.29 -2.16 0.76
H -0.65 -2.27 -0.79
H -1.82 1.85 1.26
H -1.70 2.31 -0.40
H -0.18 2.22 0.71
H 1.44 1.00 -1.41
H 2.04 -0.82 -1.07
H 3.59 1.11 -0.28
*
```

Its LUMO energy (spin up / spin down) is 0.9 / -2.1 eV. The calculation puts the energy relative to the best compared isomer or geometry (same formula, charge and spin) at 22.5 kJ/mol. The value obtained for the gap between HOMO and LUMO (spin up / spin down) is 8.27 / 7.26 eV. As for the calculated total energy: -632.62600 Eh.

Results of the Mulliken charge analysis, in e, for atoms 1 through 4: atom 1 (C): -0.51, atom 2 (C): -0.46, atom 3 (C): 0.30, atom 4 (C): 0.44


[7]
Molecular formula: C2H3Br2NO
Method: DFT, wB97M-V/def2-TZVPD

Geometry as ORCA input:
```
! RIJCOSX wB97M-V def2-TZVPD def2/J DEFGRID3
* xyz 0 1
C -0.30 -1.00 -0.74
C 0.27 0.25 -1.22
N 0.46 0.04 1.98
O -0.90 -1.74 -0.14
Br -0.96 -1.02 2.37
Br 0.11 1.78 1.58
H 0.31 0.15 -2.42
H 1.27 0.36 -0.62
H -0.25 1.18 -0.79
*
```

Its LUMO energy (spin up / spin down) is -0.6 / -1.3 eV. The calculation puts the energy relative to the best compared isomer or geometry (same formula, charge and spin) at 384.3 kJ/mol. The value obtained for the gap between HOMO and LUMO (spin up / spin down) is 6.87 / 5.57 eV. As for the calculated total energy: -5355.81867 Eh.

Results of the Mulliken charge analysis, in e, for atoms 1 through 4: atom 1 (C): 0.66, atom 2 (C): -0.78, atom 3 (N): -0.42, atom 4 (O): -0.18


[8]
Molecular formula: C49H44BrFN11O8S3SeY
Method: DFT, wB97M-V/def2-TZVPD

Geometry as ORCA input:
```
! RIJCOSX wB97M-V def2-TZVPD def2/J DEFGRID3
* xyz 0 1
Y -2.41 -0.56 -0.68
C -1.67 -1.37 -6.78
S -1.48 0.14 -5.81
C -1.86 -0.39 -4.19
S -1.31 0.70 -2.98
N -2.54 -1.50 -4.07
N -2.75 -1.90 -2.78
C -3.48 -2.94 -2.65
C -3.64 -3.55 -1.32
C -4.50 -4.62 -1.15
C -4.59 -5.20 0.11
C -3.84 -4.67 1.15
C -3.03 -3.58 0.89
N -2.92 -3.03 -0.32
H -1.47 -1.08 -7.81
H -2.68 -1.77 -6.69
H -0.95 -2.12 -6.46
H -3.93 -3.43 -3.51
H -5.08 -4.99 -1.98
H -5.26 -6.03 0.28
H -3.89 -5.08 2.15
H -2.48 -3.09 1.68
F 4.59 0.58 -0.93
C 3.83 0.75 0.16
C 2.47 0.68 0.04
C 1.67 0.81 1.18
C 0.23 0.56 1.07
O -0.28 0.25 -0.03
C -0.50 0.66 2.30
C 0.14 1.04 3.44
N 1.47 1.22 3.54
C 2.05 1.59 4.81
C 2.88 0.58 5.54
C 1.53 0.97 6.06
C 2.27 1.09 2.41
C 3.66 1.18 2.50
C 4.46 0.97 1.40
N 5.87 0.91 1.57
C 6.65 1.87 0.79
C 8.10 1.81 1.25
N 8.60 0.44 1.08
C 7.82 -0.49 1.89
C 6.39 -0.45 1.41
C -1.95 0.30 2.37
O -2.67 0.88 3.18
O -2.31 -0.64 1.58
H 2.01 0.51 -0.92
H -0.44 1.17 4.34
H 2.37 2.63 4.86
H 3.77 0.93 6.06
H 2.98 -0.39 5.09
H 1.47 1.60 6.94
H 0.74 0.23 5.98
H 4.16 1.37 3.44
H 6.25 2.87 0.97
H 6.61 1.66 -0.28
H 8.15 2.14 2.30
H 8.70 2.49 0.65
H 9.58 0.40 1.33
H 8.77 -0.62 -1.15
H 7.84 -0.22 2.96
H 8.22 -1.49 1.78
H 5.77 -1.13 2.01
H 6.34 -0.78 0.36
O 8.91 -3.12 -0.51
S 8.65 -2.66 -1.85
O 9.05 -1.12 -1.95
O 7.00 -2.27 -1.87
C 6.10 -3.27 -1.78
N 6.54 -4.52 -1.84
C 5.60 -5.45 -1.72
C 4.26 -5.15 -1.56
C 3.92 -3.81 -1.55
N 4.86 -2.86 -1.66
C 2.52 -3.30 -1.47
C 1.50 -3.98 -0.81
C 0.24 -3.40 -0.76
N -0.06 -2.22 -1.30
C 0.92 -1.60 -1.96
C 2.21 -2.09 -2.06
H 5.94 -6.48 -1.77
H 3.52 -5.93 -1.49
H 1.68 -4.92 -0.31
H -0.56 -3.90 -0.23
H 0.66 -0.65 -2.42
H 2.98 -1.53 -2.58
C -7.34 1.03 -0.92
N -6.54 1.37 0.24
C -5.72 0.51 0.89
Se -5.47 -1.27 0.48
N -5.11 1.20 1.87
C -5.48 2.53 1.82
C -5.09 3.63 2.57
C -5.68 4.84 2.24
C -6.61 4.95 1.21
C -7.00 3.85 0.46
C -6.41 2.64 0.79
H -7.69 0.00 -0.81
H -6.75 1.10 -1.82
H -8.19 1.71 -0.96
H -4.32 0.84 2.43
H -4.36 3.53 3.36
H -5.40 5.73 2.80
H -7.04 5.92 0.98
H -7.70 3.95 -0.36
Br -5.81 7.33 -2.81
C -5.12 5.62 -2.35
C -4.28 5.50 -1.26
C -3.81 4.24 -0.92
C -4.18 3.13 -1.65
C -5.01 3.27 -2.76
C -5.49 4.52 -3.12
C -3.72 1.77 -1.23
O -2.91 1.69 -0.26
O -4.14 0.74 -1.82
H -4.01 6.37 -0.69
H -3.16 4.11 -0.06
H -5.27 2.39 -3.34
H -6.14 4.64 -3.97
*
```

Its LUMO energy is -0.4 eV. The calculation puts the energy relative to the best compared isomer or geometry (same formula, charge and spin) at 0.0 kJ/mol. The value obtained for the gap between HOMO and LUMO is 6.91 eV. As for the calculated total energy: -9406.41676 Eh.

Results of the Mulliken charge analysis, in e, for atoms 1 through 4: atom 1 (Y): -0.26, atom 2 (C): -0.77, atom 3 (S): -0.02, atom 4 (C): 0.74


- The lowest energy relative to the best compared isomer or geometry (same formula, charge and spin) belongs to which entry?
  C49H44BrFN11O8S3SeY


- The highest energy relative to the best compared isomer or geometry (same formula, charge and spin) belongs to which entry?
  C2H3Br2NO